[1]
# C60H67ClF7IO5S

8 unconnected molecules or ions with the total composition C60H67ClF7IO5S (the ωB97M-V functional and the def2-TZVPD basis, the Open Molecules 2025 dataset).

Frontier orbital gap ... 9.09 eV
Electronic energy ... -4557.79128 Ha
Lowest unoccupied orbital energy ... -0.017 eV
SMILES ... CC[C@@H](I)[C@H]1C[C@H](CC(=O)Cl)[C@H](CCCCCCCCOC)OS1(=O)=O.Fc1ccccc1.Fc1ccccc1.Fc1ccccc1.Fc1ccccc1.Fc1ccccc1.Fc1ccccc1.Fc1ccccc1
Energy above the lowest of the compared OMol25 structures with the same formula, charge and spin ... 0.000 eV
Molar mass ... 1195.60 g/mol

```
! wB97M-V def2-TZVPD RIJCOSX def2/J DEFGRID3
* xyz 0 1
C 2.73 -3.03 2.94
C 2.97 -2.07 1.77
C 1.87 -2.03 0.71
I 1.95 -3.94 -0.33
C 0.46 -1.87 1.27
C 0.35 -0.91 2.46
C 0.03 0.53 2.06
C 0.28 1.54 3.19
C 0.20 0.98 4.58
O -0.77 0.85 5.28
Cl 1.82 0.49 5.26
C -1.36 0.66 1.43
C -2.45 1.06 2.45
C -3.81 0.35 2.31
C -4.76 0.99 3.35
C -5.69 0.00 4.08
C -7.17 0.40 3.96
C -7.90 -0.31 2.83
C -9.40 -0.14 2.97
C -10.23 -0.82 1.87
O -9.49 -1.15 0.72
C -9.01 -2.47 0.67
O -1.76 -0.54 0.72
S -0.58 -1.25 -0.06
O -1.11 -2.33 -0.82
O 0.12 -0.25 -0.81
H 1.69 -3.27 3.10
H 3.31 -3.92 2.79
H 3.11 -2.56 3.84
H 3.06 -1.05 2.16
H 3.89 -2.31 1.26
H 2.12 -1.29 -0.04
H 0.01 -2.81 1.56
H 1.20 -0.94 3.12
H -0.51 -1.24 3.05
H 0.74 0.78 1.28
H -0.36 2.41 3.11
H 1.28 1.92 3.06
H -1.29 1.47 0.71
H -2.14 0.86 3.47
H -2.69 2.11 2.36
H -4.22 0.50 1.32
H -3.71 -0.70 2.54
H -4.19 1.59 4.05
H -5.39 1.69 2.81
H -5.44 -0.06 5.13
H -5.59 -1.01 3.68
H -7.70 0.23 4.90
H -7.26 1.47 3.76
H -7.62 -1.36 2.88
H -7.56 0.08 1.87
H -9.72 -0.51 3.94
H -9.61 0.93 2.97
H -10.98 -0.11 1.54
H -10.78 -1.67 2.27
H -9.42 -3.10 1.46
H -7.92 -2.48 0.75
H -9.26 -2.91 -0.28
F 6.82 5.61 2.78
C 5.92 4.87 3.47
C 5.74 3.54 3.14
C 4.81 2.80 3.85
C 4.08 3.39 4.87
C 4.27 4.73 5.18
C 5.21 5.47 4.48
H 6.32 3.10 2.33
H 4.66 1.75 3.61
H 3.35 2.81 5.41
H 3.69 5.20 5.96
H 5.39 6.52 4.70
F -4.93 -7.12 -0.45
C -4.85 -6.20 -1.43
C -4.00 -5.13 -1.27
C -3.91 -4.18 -2.28
C -4.68 -4.32 -3.44
C -5.53 -5.41 -3.58
C -5.61 -6.36 -2.57
H -3.42 -5.03 -0.36
H -3.24 -3.34 -2.18
H -4.61 -3.59 -4.22
H -6.13 -5.52 -4.47
H -6.27 -7.22 -2.66
F 1.97 5.65 1.92
C 1.88 7.00 2.04
C 2.62 7.62 3.03
C 2.53 9.00 3.15
C 1.72 9.73 2.30
C 0.99 9.08 1.31
C 1.07 7.70 1.18
H 3.24 7.03 3.69
H 3.11 9.51 3.92
H 1.65 10.81 2.40
H 0.35 9.65 0.65
H 0.52 7.17 0.41
F 6.66 11.44 -1.02
C 6.47 10.26 -0.40
C 5.20 9.72 -0.37
C 5.01 8.50 0.27
C 6.08 7.86 0.88
C 7.35 8.43 0.84
C 7.55 9.64 0.20
H 4.38 10.24 -0.84
H 4.03 8.06 0.30
H 5.93 6.91 1.38
H 8.18 7.92 1.32
H 8.53 10.09 0.15
F 4.94 0.43 -5.61
C 4.00 -0.36 -5.05
C 3.87 -1.67 -5.47
C 2.91 -2.47 -4.89
C 2.07 -1.97 -3.91
C 2.21 -0.65 -3.49
C 3.18 0.16 -4.07
H 4.53 -2.05 -6.25
H 2.80 -3.50 -5.21
H 1.32 -2.59 -3.45
H 1.56 -0.25 -2.73
H 3.31 1.19 -3.76
F -7.48 -8.87 -4.48
C -6.50 -9.38 -5.26
C -5.19 -9.21 -4.88
C -4.18 -9.73 -5.67
C -4.50 -10.40 -6.84
C -5.83 -10.56 -7.22
C -6.84 -10.05 -6.42
H -4.97 -8.67 -3.96
H -3.15 -9.61 -5.38
H -3.71 -10.81 -7.47
H -6.08 -11.08 -8.13
H -7.89 -10.17 -6.69
F 9.10 -4.78 -6.34
C 8.93 -3.66 -5.61
C 9.83 -3.38 -4.60
C 9.66 -2.22 -3.86
C 8.59 -1.38 -4.12
C 7.70 -1.68 -5.13
C 7.87 -2.83 -5.89
H 10.65 -4.06 -4.41
H 10.36 -1.99 -3.07
H 8.46 -0.48 -3.53
H 6.86 -1.02 -5.33
H 7.18 -3.08 -6.69
*
```

Here are the Löwdin charges for atoms 1 to 5, given in e: atom 1 (C): -0.1062, atom 2 (C): -0.3232, atom 3 (C): -0.6625, atom 4 (I): 0.9313, atom 5 (C): -0.3908

[2]
# C14H19NO

C14H19NO in the gas phase (the ωB97M-V functional and the def2-TZVPD basis, the Open Molecules 2025 dataset).

Frontier orbital gap ... 8.82 eV
Electronic energy ... -674.84852 Ha
Lowest unoccupied orbital energy ... 0.905 eV
SMILES ... CC[C@H](C)O[C@@H](C)n1ccc2ccccc21
Energy above the lowest of the compared OMol25 structures with the same formula, charge and spin ... 1.404 eV
Molar mass ... 217.31 g/mol

```
! wB97M-V def2-TZVPD RIJCOSX def2/J DEFGRID3
* xyz 0 1
C 3.80 -0.46 -0.93
C 2.70 0.50 -1.30
C 1.91 1.11 -0.13
C 2.67 2.18 0.59
O 1.62 0.12 0.85
C 0.46 -0.75 0.51
C 0.57 -1.95 1.40
N -0.86 -0.11 0.77
C -1.29 0.53 1.93
C -2.60 0.86 1.78
C -3.06 0.33 0.47
C -4.31 0.31 -0.21
C -4.44 -0.36 -1.43
C -3.32 -1.02 -1.95
C -2.09 -0.93 -1.30
C -1.98 -0.27 -0.09
H 4.54 0.11 -0.37
H 4.25 -0.85 -1.82
H 3.41 -1.27 -0.31
H 1.96 -0.01 -1.93
H 3.13 1.34 -1.89
H 0.98 1.59 -0.50
H 3.49 1.75 1.22
H 3.12 2.93 -0.07
H 1.99 2.68 1.31
H 0.58 -1.03 -0.53
H -0.35 -2.53 1.45
H 1.40 -2.52 1.03
H 0.85 -1.70 2.44
H -0.67 0.77 2.81
H -3.23 1.43 2.47
H -5.17 0.77 0.24
H -5.39 -0.45 -1.93
H -3.42 -1.60 -2.88
H -1.27 -1.49 -1.72
*
```

Here are the natural (NBO) charges for atoms 1 to 5, given in e: atom 1 (C): -0.6089, atom 2 (C): -0.4183, atom 3 (C): 0.0926, atom 4 (C): -0.6229, atom 5 (O): -0.5463

[3]
# C5H10O

2 unconnected molecules or ions with the total composition C5H10O (the ωB97M-V functional and the def2-TZVPD basis, the Open Molecules 2025 dataset).

Frontier orbital gap ... 10.67 eV
Electronic energy ... -271.63219 Ha
Lowest unoccupied orbital energy ... 1.063 eV
SMILES ... CC1C=C1.CO
Energy above the lowest of the compared OMol25 structures with the same formula, charge and spin ... 3.277 eV
Molar mass ... 86.13 g/mol

```
! wB97M-V def2-TZVPD RIJCOSX def2/J DEFGRID3
* xyz 0 1
C 1.49 -0.61 0.35
C 0.58 -0.23 1.50
C -0.64 -1.04 1.84
C -0.87 0.11 1.30
H 2.00 0.26 -0.08
H 2.28 -1.30 0.68
H 0.93 -1.11 -0.45
H 1.11 0.27 2.32
H -1.01 -1.96 2.26
H -1.56 0.84 0.91
C -0.87 0.59 -2.02
O -0.68 1.75 -1.23
H 0.01 0.35 -2.64
H -1.71 0.80 -2.69
H -1.12 -0.29 -1.42
H 0.06 1.57 -0.63
*
```

Here are the natural (NBO) charges for atoms 1 to 5, given in e: atom 1 (C): -0.6350, atom 2 (C): -0.2519, atom 3 (C): -0.1870, atom 4 (C): -0.1959, atom 5 (H): 0.1993